The following is a DFT calculation (ωB97M-V with the def2-TZVPD basis set) of the ion C3H2NOS2 with charge -1.

The geometry in ORCA input format:
```
! RIJCOSX wB97M-V def2-TZVPD def2/J DEFGRID3
* xyz -1 1
C -0.17016 1.15146 -0.20209
C 0.34041 -1.17841 0.19033
C 0.44269 0.54735 -1.22621
N 0.73288 -0.78365 -1.01657
O 1.28990 -1.57745 -1.82248
S 0.93864 1.75321 -2.97308
S -0.41386 0.03893 1.13109
H -0.49551 2.16561 -0.12335
H 0.47554 -2.18378 0.53586
*
```

Properties
LUMO energy (eV): 3.0
Kohn-Sham gap (eV): 6.19
ΔE to the lowest compared entry with this formula, charge and spin (kJ/mol): 436.2
Maximum force (Eh/bohr): 0.1046
Highest occupied orbital energy (hartree): -0.1181

=====

The following is a DFT calculation (ωB97M-V with the def2-TZVPD basis set) of a cluster of 2 separate species, C10H20Cl2N2OP in total.

The geometry in ORCA input format:
```
! RIJCOSX wB97M-V def2-TZVPD def2/J DEFGRID3
* xyz -1 1
C 0.01053 0.68202 -1.01714
C -1.39501 1.23045 -1.31636
P -2.52465 0.30295 -2.46106
C -3.38834 -0.80447 -1.25687
C -2.56570 -1.46683 -0.12728
N -1.66603 -0.55064 -3.61228
C -0.98135 -1.64374 -3.37971
Cl -1.91992 -3.20548 -2.96610
C 0.33084 -1.90872 -3.50631
C 1.03044 -3.22268 -3.29956
Cl 1.38151 -0.60848 -4.01008
H 0.71408 1.07085 -1.75448
H 0.04679 -0.40512 -1.02788
H 0.36065 1.02291 -0.03967
H -1.32853 2.24020 -1.71952
H -1.94864 1.30309 -0.37236
H -3.93337 -1.55565 -1.82518
H -4.12529 -0.14416 -0.79107
H -2.96985 -2.45417 0.10899
H -1.55090 -1.66346 -0.47352
H -2.53735 -0.84730 0.76668
H 0.88599 -3.88483 -4.15966
H 2.10237 -3.04701 -3.22175
H 0.68657 -3.72029 -2.39467
C 1.05883 0.94104 3.26727
O 0.70047 0.77285 2.12360
N 2.00192 1.83644 3.63690
C 2.40715 2.01169 5.01183
C 2.61793 2.64168 2.59559
H 0.64218 0.37085 4.11663
H 2.21752 3.03485 5.34592
H 3.47248 1.80034 5.13339
H 1.84384 1.32986 5.64615
H 1.86375 3.22934 2.07179
H 3.10932 2.00376 1.86077
H 3.34978 3.30785 3.04701
*
```

Properties
LUMO energy (eV): 2.2
Kohn-Sham gap (eV): 5.14
ΔE to the lowest compared entry with this formula, charge and spin (kJ/mol): 0.0
Maximum force (Eh/bohr): 0.0361
Highest occupied orbital energy (hartree): -0.1063

=====

The following is a DFT calculation (ωB97M-V with the def2-TZVPD basis set) of an isolated molecule of C6H10N2O2.

The geometry in ORCA input format:
```
! RIJCOSX wB97M-V def2-TZVPD def2/J DEFGRID3
* xyz 0 1
C -0.98851 -1.86994 0.05048
C 1.61979 0.32131 -0.09071
C -1.02453 0.39115 0.16406
C 2.67785 -0.73077 -0.47888
C -1.23582 0.89206 1.52921
C -1.16307 1.18382 -1.16100
N 0.24507 -1.61872 0.08979
N 0.44494 -0.27933 0.10467
O 1.88981 1.55533 0.05993
O -1.84588 -0.84894 -0.06608
H -1.48748 -2.82891 0.20068
H 2.81995 -0.73164 -1.56659
H 2.26661 -1.79396 -0.23033
H 3.59543 -0.49881 0.04007
H -0.84531 0.13119 2.22838
H -2.25111 0.87420 1.89006
H -0.94382 1.89626 1.74045
H -0.79000 0.59071 -1.97860
H -0.75346 2.17576 -1.17986
H -2.23045 1.18921 -1.34573
*
```

Properties
LUMO energy (eV): 0.7
Structure (SMILES): CC(=O)N1N=COC1(C)C
Kohn-Sham gap (eV): 9.54
ΔE to the lowest compared entry with this formula, charge and spin (kJ/mol): 220.1
Maximum force (Eh/bohr): 0.0847
Highest occupied orbital energy (hartree): -0.3235

=====

The following is a DFT calculation (ωB97M-V with the def2-TZVPD basis set) of an isolated molecule of C22H18N4.

The geometry in ORCA input format:
```
! RIJCOSX wB97M-V def2-TZVPD def2/J DEFGRID3
* xyz 0 1
N -0.63624 -0.38760 -0.55344
N 2.26257 0.90651 3.05552
N 0.63613 0.94661 0.80199
C -0.65049 -1.52841 0.12841
C 3.06829 0.85909 4.14106
C 2.06001 2.05613 2.36952
C 1.44063 1.96786 1.04879
C 3.30710 2.02709 4.89036
C 2.29294 3.26035 3.07312
C 2.96426 3.26654 4.26152
C -2.13310 -4.98608 -0.34826
C -1.43085 -3.90966 0.30129
C -3.30062 -4.77350 -0.98508
C -2.71145 -2.44877 -1.11469
C 0.52957 2.21283 -3.90892
C 1.37235 3.27414 -3.60230
C -1.67201 -2.63451 -0.20067
C -3.62746 -3.42585 -1.35061
C 0.16755 0.76675 -0.42154
C 0.02238 1.36523 -2.76237
C 1.70615 2.87122 0.05770
C 1.69186 3.58943 -2.30331
C 0.42442 1.64915 -1.44177
C 1.21263 2.77280 -1.21081
N 0.41801 -1.72241 0.97316
C -4.75992 -3.09552 -2.27146
H 3.37506 -0.16343 4.52015
H 3.87961 2.01332 5.86295
H 2.09624 4.19429 2.50723
H 3.27386 4.21169 4.84584
H -1.96533 -6.07132 -0.19172
H -0.72768 -4.26394 0.98933
H -3.87099 -5.63268 -1.24819
H -2.79330 -1.53649 -1.56512
H 0.35727 1.97887 -4.90644
H 1.88370 3.72581 -4.41368
H -0.64890 0.48076 -2.90209
H 2.21667 3.67129 0.49689
H 2.36854 4.44057 -2.13037
H 0.24775 -2.24489 1.84193
H 0.73013 -0.76147 1.07414
H -5.64793 -3.82921 -1.92364
H -4.31590 -3.10543 -3.29660
H -5.11351 -1.98720 -2.18784
*
```

Properties
LUMO energy (eV): -0.1
Structure (SMILES): Cc1cccc(/C(N)=N/c2nc(-c3ccccn3)cc3ccccc23)c1
Kohn-Sham gap (eV): 7.52
ΔE to the lowest compared entry with this formula, charge and spin (kJ/mol): 380.6
Maximum force (Eh/bohr): 0.1163
Highest occupied orbital energy (hartree): -0.2791

=====

The following is a DFT calculation (ωB97M-V with the def2-TZVPD basis set) of an isolated molecule of C8H8BrNS.

The geometry in ORCA input format:
```
! RIJCOSX wB97M-V def2-TZVPD def2/J DEFGRID3
* xyz 0 1
C 1.70544 -2.57374 0.15485
C 1.92075 -2.03872 -1.10277
C 0.73220 -2.02675 1.02293
C 1.06920 -1.13968 -1.60548
C -0.16379 -1.17995 0.46061
C -0.05487 -0.68069 -0.81742
C -2.45237 0.47484 0.53156
C -1.59204 2.54678 -0.23290
N -1.90407 1.20458 -0.41173
S -1.21723 0.37363 -1.67807
Br -3.75815 -0.87756 0.18177
H 2.45334 -3.23193 0.57668
H 2.68334 -2.42067 -1.69712
H 0.75792 -2.14930 2.12473
H 1.30630 -0.32885 -2.39552
H -2.62480 1.00608 1.55544
H -2.11219 3.39400 -0.83610
H -1.64554 2.92725 0.75278
H -0.55830 2.63715 -0.65913
*
```

Properties
LUMO energy (alpha / beta) (eV): -0.5 / -0.5
Kohn-Sham gap (alpha / beta) (eV): 6.71 / 6.72
ΔE to the lowest compared entry with this formula, charge and spin (kJ/mol): 407.4
Maximum force (Eh/bohr): 0.1174
Highest occupied orbital energy (alpha / beta) (hartree): -0.2669 / -0.2671